Entry 1:
{"formula": "C19H56AsF6N10O7", "method": "ωB97M-V/def2-TZVPD", "symbols": ["As", "F", "F", "F", "F", "F", "F", "C", "O", "N", "N", "H", "H", "H", "H", "C", "O", "N", "N", "H", "H", "H", "H", "C", "O", "N", "N", "H", "H", "H", "H", "C", "C", "C", "O", "C", "N", "H", "H", "H", "H", "H", "H", "H", "H", "H", "H", "H", "C", "C", "C", "O", "C", "N", "H", "H", "H", "H", "H", "H", "H", "H", "H", "H", "H", "C", "C", "C", "O", "C", "N", "H", "H", "H", "H", "H", "H", "H", "H", "H", "H", "H", "C", "C", "C", "O", "C", "N", "H", "H", "H", "H", "H", "H", "H", "H", "H", "H", "H"], "positions_angstrom": [[1.66110, -0.81839, 1.61278], [0.80162, -2.13855, 0.75692], [3.18143, -1.75963, 1.23002], [2.59278, 0.51948, 2.47204], [0.06946, -0.00521, 1.91966], [1.37554, -1.70175, 3.19639], [1.86349, 0.00247, -0.04206], [3.80281, 2.87863, -1.67225], [2.96860, 3.10367, -2.50955], [3.62308, 2.08034, -0.66210], [4.91061, 3.51923, -1.56004], [2.83337, 1.45857, -0.56288], [4.42996, 1.94140, -0.07071], [5.64077, 3.22386, -0.92779], [5.12567, 4.05763, -2.38707], [3.75865, -3.36846, 5.88890], [3.28813, -4.52057, 5.87449], [4.65554, -3.01441, 6.74020], [3.20795, -2.37110, 5.26636], [5.06592, -2.09849, 6.62721], [5.09916, -3.63550, 7.40166], [3.72189, -1.50844, 5.37496], [2.53298, -2.46403, 4.52078], [5.09886, -3.41945, -1.27953], [5.43396, -3.99048, -2.30813], [3.89315, -3.44997, -0.74449], [5.88059, -2.64279, -0.61932], [3.47237, -2.81793, -0.07848], [3.14735, -3.85996, -1.28836], [6.69918, -2.15374, -0.95227], [5.37825, -2.21432, 0.14498], [0.10193, -5.29503, -0.80880], [-0.24183, -4.53932, -2.07496], [-1.72380, -4.03044, -2.33700], [-1.75013, -3.17901, -3.49354], [-2.04550, -3.85532, -4.72214], [0.72450, -3.42160, -2.11320], [-0.55657, -4.93495, -0.01835], [1.16035, -5.23304, -0.55579], [0.01649, -6.38111, -0.77374], [-0.03041, -5.08852, -2.99245], [-1.80358, -3.37630, -1.46877], [-2.43403, -4.85706, -2.31753], [-2.14863, -3.21288, -5.59663], [-3.00679, -4.35407, -4.59856], [-1.16652, -4.41859, -5.03553], [0.77505, -2.86154, -2.95218], [0.58362, -2.74999, -1.37213], [-3.36601, 0.05554, -6.47189], [-2.50094, 0.88014, -5.50502], [-1.61952, -0.04799, -4.57723], [-0.57669, 0.70575, -4.04361], [0.42792, 0.03109, -3.23356], [-1.59451, 1.55979, -6.38835], [-2.77312, -0.70866, -6.97447], [-3.66459, 0.78834, -7.22152], [-4.24619, -0.41473, -6.03345], [-3.00147, 1.73163, -5.04401], [-1.10303, -0.75826, -5.22287], [-2.15343, -0.71107, -3.89653], [0.86925, 0.50349, -2.35597], [1.23399, -0.33946, -3.86685], [-0.02065, -0.89182, -2.86596], [-0.80281, 1.76118, -5.79441], [-1.37904, 0.89795, -7.12022], [-0.56791, 5.61254, 5.06170], [-2.01907, 5.16991, 5.20409], [-2.10497, 3.66785, 5.33365], [-1.37668, 2.96944, 4.33094], [-1.39390, 1.53452, 4.48531], [-2.63288, 5.92377, 6.29067], [0.15335, 5.14370, 5.73108], [-0.49268, 6.65086, 5.38470], [-0.04641, 5.65860, 4.10566], [-2.58323, 5.54525, 4.35030], [-3.16390, 3.43377, 5.22421], [-1.65039, 3.52264, 6.31363], [-2.37640, 1.16813, 4.18772], [-1.31918, 1.33882, 5.55499], [-0.60536, 1.07150, 3.89209], [-3.61857, 5.86415, 6.07862], [-2.59218, 5.31193, 7.09323], [-3.02314, 3.59833, 0.40160], [-2.33232, 2.20155, 0.78985], [-2.43307, 1.18228, -0.38224], [-3.80358, 0.83401, -0.55523], [-4.08714, -0.28148, -1.38509], [-1.01435, 2.38408, 1.19158], [-4.07438, 3.40106, 0.19163], [-2.58079, 4.10680, -0.45507], [-2.96068, 4.29370, 1.23866], [-2.83445, 1.88296, 1.70334], [-1.80011, 0.35584, -0.05905], [-1.95240, 1.56500, -1.28257], [-3.90696, 0.15108, -2.36923], [-5.10811, -0.59809, -1.17180], [-3.30631, -1.02670, -1.23328], [-0.72020, 1.41849, 1.15679], [-1.06938, 2.85753, 2.08204]], "forces_ev_per_angstrom": [[-0.403, -0.163, -0.209], [0.608, 1.246, 0.819], [-1.403, 1.601, 1.298], [-1.363, -2.172, -1.432], [2.191, -1.096, -0.367], [0.739, 1.139, -1.986], [-0.454, -0.958, 2.432], [-3.137, -0.654, -0.037], [-1.153, 0.304, -1.995], [-0.254, -2.794, 2.892], [4.837, 3.227, -0.980], [0.159, 0.191, -0.061], [-0.655, -0.400, 0.203], [-0.103, 0.264, -0.447], [0.452, 0.049, 0.376], [-3.801, -4.906, -0.019], [0.662, 0.319, -0.422], [4.458, 1.789, 3.120], [-0.542, 2.993, -1.902], [0.147, -0.295, 0.394], [-0.343, -0.080, -0.546], [-0.729, 0.218, -0.628], [0.210, -0.069, 0.072], [-0.740, -1.312, -3.327], [-0.005, -0.675, -0.536], [-3.775, -1.438, 0.160], [2.985, 3.492, 3.692], [0.833, 0.093, -0.045], [0.273, -0.293, -0.278], [-0.328, -0.637, -0.295], [0.737, 0.431, 0.129], [-0.654, -0.825, 0.517], [0.584, 0.768, -2.115], [2.325, 0.453, 1.027], [-0.526, -0.343, -0.160], [0.436, 0.302, 0.437], [0.198, 0.135, 0.116], [0.399, 0.169, 0.442], [-0.146, 0.874, 0.052], [-0.779, -0.175, -0.695], [0.380, -0.555, 0.109], [-1.012, 0.228, -0.051], [-0.272, 0.152, -0.300], [-0.214, 0.959, 0.561], [0.286, -0.706, -0.237], [-0.318, -1.008, 0.280], [-0.437, -0.432, -0.343], [-0.104, -0.082, 0.471], [-0.508, 0.563, 0.724], [0.769, -1.359, -0.080], [-0.203, -0.326, -0.881], [1.000, 1.436, 2.059], [-1.027, -1.623, -0.881], [0.353, 0.681, -0.468], [0.149, -0.062, 0.121], [-0.346, -0.214, -0.157], [0.004, 0.025, 0.051], [-0.588, -0.723, 0.838], [-0.309, -0.427, -0.799], [-0.248, 0.470, 0.641], [-0.561, 0.991, -0.435], [0.235, 0.367, -0.292], [-0.271, -0.050, 0.266], [0.697, 0.209, -0.555], [0.808, 0.159, -0.113], [1.159, 1.325, 0.370], [1.370, 1.058, -1.847], [-0.030, 0.112, -0.766], [0.256, 0.239, 0.009], [-0.721, 1.058, 0.563], [-0.614, -1.082, 0.403], [-0.285, -0.651, 0.200], [-0.364, 0.238, 0.065], [-0.662, -0.695, -0.403], [0.273, -0.387, -0.562], [-0.207, -0.594, 0.665], [-0.315, -0.868, 0.410], [-0.062, -0.224, -0.277], [0.428, -0.410, 0.062], [-0.081, 0.265, 0.154], [-0.489, 0.469, 0.096], [0.323, 0.121, 0.833], [0.183, -1.379, 0.352], [-3.069, 2.304, -1.616], [-0.373, 0.467, 1.308], [0.167, 0.234, 1.132], [1.460, 1.548, -0.053], [1.497, 0.322, -1.252], [-0.080, 0.118, -0.032], [0.248, -0.328, -0.104], [0.020, -0.060, 0.193], [-1.210, -0.742, -0.404], [-0.231, -0.782, -0.089], [-0.209, 0.325, -0.290], [-0.653, -0.763, -0.742], [0.232, -0.134, -0.258], [-0.337, -0.598, 0.104], [1.309, 0.579, 1.217], [0.865, -0.533, 0.333]], "mulliken_charge": [2.0392, -0.4323, -0.7289, -0.5329, -0.5373, -0.6192, -0.4457, 0.6743, -0.6628, -0.1718, -0.4254, 0.0597, 0.1465, 0.1654, 0.2646, 0.7115, -0.7036, -0.3598, -0.2225, 0.1450, 0.2223, 0.1297, 0.1698, 0.4896, -0.7271, -0.2841, -0.3564, 0.4089, 0.1693, 0.2288, 0.1867, -1.3024, 0.2567, -0.7225, 0.0783, -0.7939, -0.2988, 0.3037, 0.2685, 0.3898, 0.3687, 0.0958, 0.4101, 0.1485, 0.3639, 0.2960, 0.2403, -0.0282, -1.5626, 0.3067, -0.0827, -0.5032, -0.4725, -0.8453, 0.3801, 0.4427, 0.3279, 0.3474, 0.2284, 0.1735, 0.1833, 0.5305, -0.1941, 0.3633, 0.2694, -1.5550, 0.6638, -0.7763, -0.2241, -0.5983, -0.7943, 0.2777, 0.4573, 0.3397, 0.3327, 0.2157, 0.3429, 0.3233, 0.4837, -0.0851, 0.2879, 0.2713, -1.4241, 0.8844, -0.4215, -0.4230, -0.2211, -0.7085, 0.3133, 0.3041, 0.3476, 0.0568, 0.2524, 0.2913, 0.1554, 0.2830, -0.0418, 0.2160, 0.2039], "total_charge": -1, "lumo_ha": 0.0634, "e_above_lowest_kcal_mol": 125.1, "spin_multiplicity": 1, "fmax_ev_per_a": 6.21, "orbital_gap_ev": 7.886}


Entry 2:
{"formula": "C19H56BN22O13", "method": "ωB97M-V/def2-TZVPD", "symbols": ["C", "C", "C", "C", "C", "C", "C", "C", "N", "C", "O", "O", "B", "N", "O", "H", "H", "H", "H", "H", "H", "H", "H", "H", "H", "H", "H", "H", "H", "H", "H", "C", "O", "N", "N", "H", "H", "H", "H", "C", "O", "N", "N", "H", "H", "H", "H", "C", "O", "N", "N", "H", "H", "H", "H", "C", "O", "N", "N", "H", "H", "H", "H", "C", "O", "N", "N", "H", "H", "H", "H", "C", "O", "N", "N", "H", "H", "H", "H", "C", "O", "N", "N", "H", "H", "H", "H", "C", "O", "N", "N", "H", "H", "H", "H", "C", "O", "N", "N", "H", "H", "H", "H", "C", "O", "N", "N", "H", "H", "H", "H"], "positions_angstrom": [[4.09002, 0.89970, 0.57332], [4.21907, -0.72507, 0.20207], [5.72525, -1.39973, 0.32886], [5.95427, -3.00840, -0.00133], [4.62708, -3.86131, -0.49281], [3.13338, -3.16065, -0.64174], [2.87097, -1.58478, -0.29330], [1.49012, -0.73476, -0.40322], [0.23579, -1.49909, -0.72634], [0.24669, -2.17821, -2.10748], [-0.57547, -1.39424, -3.06539], [-1.85522, -1.69661, -2.87112], [-0.24531, -2.44116, 0.39018], [-1.28962, -1.87967, 1.37240], [0.17607, -3.84495, 0.56169], [3.33629, 0.95841, 1.49482], [5.11382, 1.32149, 0.98751], [3.68389, 1.47284, -0.36544], [6.64228, -0.72334, 0.65550], [7.03958, -3.49170, 0.08900], [4.82257, -5.00737, -0.76012], [2.24492, -3.81705, -1.02806], [1.66350, 0.18247, -1.14706], [1.31026, -0.22043, 0.65903], [-0.53884, -0.77188, -0.80686], [-0.24649, -3.25817, -2.04729], [1.34763, -2.21208, -2.56302], [-2.20852, -0.85461, -2.41606], [-1.27583, -2.39474, 2.28018], [-2.26556, -2.05887, 0.98895], [-0.62348, -4.47635, 0.51127], [-1.71604, 1.88694, 3.47460], [-1.36306, 3.03958, 3.66778], [-2.79138, 1.34524, 4.07464], [-1.06129, 1.05521, 2.64445], [-3.09758, 0.39824, 3.92824], [-3.31269, 1.93760, 4.70764], [-0.24584, 1.42342, 2.17244], [-1.33663, 0.10296, 2.47257], [-4.13250, 1.24108, -3.54442], [-3.47110, 0.70795, -2.66761], [-5.46139, 1.06689, -3.66074], [-3.59171, 2.05048, -4.47288], [-6.02293, 1.49733, -4.37584], [-5.90810, 0.46476, -2.98159], [-2.59383, 2.20832, -4.42132], [-4.11993, 2.49846, -5.20256], [3.24526, -4.80953, 2.71103], [3.64226, -5.15168, 1.60840], [3.90437, -5.10599, 3.84572], [2.11310, -4.10543, 2.89021], [3.59326, -4.83303, 4.76262], [4.76183, -5.63508, 3.75539], [1.58650, -3.86148, 2.06165], [1.77000, -3.81465, 3.79013], [-7.05952, 4.39430, -2.57346], [-7.61804, 4.06978, -3.60942], [-6.37777, 3.52104, -1.81025], [-7.07578, 5.65418, -2.10223], [-5.91143, 3.76938, -0.95419], [-6.34082, 2.56173, -2.12916], [-7.57818, 6.34304, -2.64667], [-6.62190, 5.94058, -1.25129], [-8.52178, 8.14778, -5.06522], [-8.05856, 8.70237, -4.08119], [-9.47306, 8.70677, -5.83493], [-8.12252, 6.92795, -5.46803], [-9.86671, 8.26573, -6.64887], [-9.80176, 9.62510, -5.56664], [-7.40779, 6.47182, -4.91627], [-8.49215, 6.45512, -6.27546], [-11.50330, 3.81966, -6.93159], [-12.06182, 3.49515, -7.96755], [-10.82155, 2.94641, -6.16838], [-11.51956, 5.07955, -6.46036], [-10.35521, 3.19475, -5.31232], [-10.78460, 1.98710, -6.48729], [-12.02196, 5.76841, -7.00480], [-11.06568, 5.36594, -5.60942], [7.36517, -6.59303, 2.70729], [6.24864, -6.88137, 3.10814], [7.87781, -7.08583, 1.56528], [8.18297, -5.75670, 3.37167], [8.79493, -6.86013, 1.21896], [7.29464, -7.71944, 1.03444], [7.83565, -5.36339, 4.23655], [9.10562, -5.50732, 3.05757], [10.95221, -2.84519, 2.34731], [10.51322, -3.96480, 2.55764], [10.28483, -1.92567, 1.62694], [12.14266, -2.43064, 2.81699], [10.62993, -0.99881, 1.44305], [9.38416, -2.19713, 1.25486], [12.67748, -3.09223, 3.36436], [12.52095, -1.51273, 2.65428], [-4.35007, -2.46741, 5.47115], [-4.08621, -2.54618, 4.28177], [-3.64934, -1.69633, 6.32219], [-5.36514, -3.14466, 6.03737], [-3.85142, -1.61854, 7.30458], [-2.87654, -1.16960, 5.93659], [-5.91805, -3.73701, 5.43176], [-5.59782, -3.09273, 7.01476], [8.32808, 2.94909, 2.16513], [8.77632, 1.87109, 2.52216], [7.04774, 3.30812, 2.36927], [9.07427, 3.87453, 1.53552], [6.66041, 4.19116, 2.08255], [6.45163, 2.64010, 2.84017], [10.04392, 3.64417, 1.36217], [8.72305, 4.76771, 1.23387]], "forces_ev_per_angstrom": [[-0.309, -1.675, 0.625], [1.162, -2.145, -0.492], [-3.349, -2.453, -1.194], [-4.349, 2.203, -0.621], [0.693, 3.525, 0.706], [2.617, 2.241, 0.879], [4.525, -2.094, 0.296], [2.767, 1.893, 1.464], [-0.807, 0.103, -0.873], [0.017, -1.055, -2.722], [5.488, -0.509, 1.178], [-4.003, 0.895, 1.973], [-1.666, -2.849, 3.015], [0.374, -1.595, -1.665], [-2.053, 2.421, -1.732], [1.406, 0.111, -2.100], [-2.090, -0.934, -1.259], [0.881, -0.898, 1.971], [-2.283, -1.502, -0.714], [-2.819, 1.058, -0.232], [-0.883, 2.911, 0.732], [2.010, 1.256, 0.968], [-0.718, -2.230, 1.301], [0.286, -1.156, -2.235], [1.054, -0.861, 0.234], [1.215, 2.378, 0.069], [-2.481, 0.176, 1.274], [-0.216, -1.305, -1.314], [0.025, 0.296, -1.048], [1.367, 0.746, 0.570], [1.752, 1.464, 0.566], [0.259, 1.132, 0.269], [-0.005, -0.076, -0.048], [-1.160, -0.278, 0.900], [1.027, -0.674, -1.023], [-0.050, 0.089, -0.052], [0.175, -0.228, -0.252], [-0.347, -0.082, 0.254], [0.041, 0.089, -0.097], [-0.113, 0.258, -0.568], [0.622, -0.543, 0.849], [-1.028, -0.520, 0.483], [0.904, 0.459, -0.377], [0.015, 0.033, 0.083], [0.121, 0.080, -0.367], [-0.393, -0.012, -0.083], [0.046, -0.057, 0.141], [0.871, -0.516, 0.057], [-0.280, -0.128, -0.174], [0.649, -0.206, 0.652], [-1.630, 1.048, -0.330], [-0.012, -0.025, -0.220], [0.100, -0.228, -0.062], [0.242, -0.255, 0.385], [0.158, -0.115, -0.122], [-0.054, 0.280, 0.171], [-0.183, -0.279, -0.659], [0.520, -1.227, 0.461], [-0.276, 1.055, -0.107], [-0.108, -0.006, -0.153], [0.090, 0.427, 0.157], [0.128, 0.038, 0.286], [-0.092, -0.030, -0.173], [0.224, 0.273, 0.327], [0.094, -0.059, 0.307], [-1.013, 0.941, -0.453], [0.661, -1.181, -0.005], [0.118, 0.087, 0.121], [0.108, -0.346, -0.135], [-0.293, -0.010, -0.317], [0.065, 0.041, 0.131], [-0.453, -0.459, -0.862], [0.048, 0.059, 0.046], [0.671, -1.244, 0.544], [-0.121, 1.698, 0.150], [-0.028, -0.011, -0.104], [-0.037, 0.397, 0.135], [0.129, -0.297, 0.249], [-0.100, -0.072, -0.068], [0.074, 0.303, 0.454], [-0.637, -0.124, 0.177], [0.000, -0.776, -1.318], [0.176, 0.546, 0.810], [-0.126, -0.009, 0.145], [0.248, 0.233, 0.212], [0.203, -0.158, -0.361], [0.018, 0.252, -0.007], [-0.058, -0.100, 0.026], [-0.169, -0.492, 0.054], [-0.961, 0.441, -0.803], [1.144, -0.118, 0.637], [-0.117, -0.113, 0.102], [0.372, 0.175, 0.183], [-0.174, 0.287, -0.205], [-0.104, -0.169, 0.040], [-0.119, -0.144, -0.076], [0.282, 0.113, -0.591], [0.975, 0.924, 0.397], [-0.962, -0.773, -0.003], [0.043, -0.008, -0.167], [-0.263, -0.177, 0.275], [0.176, 0.210, 0.275], [0.047, -0.010, -0.182], [0.425, -0.544, 0.164], [0.008, -0.209, -0.044], [-1.543, -0.085, 0.339], [1.077, 0.621, -0.632], [0.086, -0.144, 0.085], [0.246, 0.325, -0.099], [-0.377, 0.146, 0.071], [0.082, -0.160, 0.073]], "mulliken_charge": [-0.6692, 0.2072, -0.4985, -0.2186, -0.5530, -0.1019, 0.7420, -0.6084, 0.2150, -0.2115, -0.2589, -0.3231, 0.5101, -0.5724, -0.6795, 0.2123, 0.0835, 0.2395, 0.1951, 0.2273, 0.2190, 0.0366, 0.3563, 0.1298, 0.4152, 0.3379, 0.2569, 0.4332, 0.2293, 0.2724, 0.3217, 0.5547, -0.6645, -0.3240, -0.1635, 0.1552, 0.1958, 0.0767, 0.2304, 0.7059, -0.7761, -0.4640, -0.3791, 0.1632, 0.2474, 0.2124, 0.1850, 0.6039, -0.6091, -0.3316, -0.3476, 0.1337, 0.2585, 0.2040, 0.1586, 0.6961, -0.6698, -0.3171, -0.3351, 0.1585, 0.1608, 0.1722, 0.1495, 0.6989, -0.6626, -0.3875, -0.3536, 0.1724, 0.2215, 0.1291, 0.1934, 0.6223, -0.6501, -0.3515, -0.3719, 0.1778, 0.2062, 0.1971, 0.1664, 0.7186, -0.7505, -0.4124, -0.2807, 0.1756, 0.2202, 0.1702, 0.1948, 0.6269, -0.6769, -0.3072, -0.4109, 0.1593, 0.1654, 0.2277, 0.1650, 0.6805, -0.6452, -0.3638, -0.4146, 0.1759, 0.2060, 0.2218, 0.1618, 0.6866, -0.6590, -0.3978, -0.3948, 0.1656, 0.2140, 0.2215, 0.1621], "total_charge": 1, "lumo_ha": -0.1129, "spin_multiplicity": 1, "fmax_ev_per_a": 5.64, "orbital_gap_ev": 7.126}